# 1
ORCA calculation (the ωB97M-V functional and the def2-TZVPD basis) on C15H23CaCl3NO2P as an isolated structure in a non-equilibrium geometry.

Output
Highest occupied orbital energy (eV): -7.39
LUMO energy (eV): -0.54
Energy above the lowest of the compared OMol25 structures with the same formula, charge and spin (kJ/mol): 131.92
Electronic energy (eV): -86805.720

Each line ends with the Mulliken charge.
Geometry (Å):
C (0.939, -4.250, -2.142)  -0.5755
C (0.584, -3.175, -2.931)  -0.9500
C (0.383, -1.930, -2.352)  0.4444
C (0.533, -1.827, -0.989)  1.3316
C (0.800, -2.892, -0.183)  -0.1622
C (1.117, -4.161, -0.766)  -1.0070
C (0.004, -0.761, -3.252)  -1.1245
C (-1.381, -0.078, -2.974)  -0.9024
N (-1.792, -0.052, -1.558)  0.7792
Ca (0.259, 0.677, -0.397)  0.3985
C (0.819, -2.731, 1.339)  -1.2758
P (-0.302, -1.261, 1.792)  0.3120
H (0.402, -3.330, -3.966)  0.4447
H (1.422, -5.010, -0.152)  0.4158
H (1.110, -5.229, -2.605)  0.3344
H (1.798, -2.374, 1.735)  0.4949
H (0.489, -3.637, 1.922)  0.4922
H (0.780, 0.035, -3.319)  0.2504
H (-0.112, -1.061, -4.300)  0.4202
H (-1.433, 0.963, -3.373)  0.4227
C (-0.069, -1.428, 3.570)  -1.0938
C (-1.691, -2.667, 1.883)  -1.7753
H (-2.159, -0.676, -3.499)  0.5279
C (-2.556, -1.244, -1.226)  -1.5545
C (-2.583, 1.156, -1.300)  -1.3006
H (1.047, -0.270, 1.294)  0.1679
H (-3.462, -1.261, -1.856)  0.4576
H (-2.024, -2.159, -1.460)  0.3733
H (-2.880, -1.275, -0.190)  0.3368
H (-3.531, 1.061, -1.886)  0.3561
H (-2.868, 1.288, -0.249)  0.2724
H (-2.076, 2.060, -1.651)  0.4576
H (-1.363, -3.392, 2.657)  0.5969
H (-2.638, -2.249, 2.207)  0.4494
H (-1.842, -3.247, 0.976)  0.3292
H (-0.215, -2.482, 3.942)  0.3608
H (0.956, -1.136, 3.737)  0.3799
H (-0.771, -0.768, 4.039)  0.4379
H (-1.064, 0.011, 1.592)  0.0477
Cl (3.400, 4.275, -0.396)  -0.0768
C (2.234, 3.059, -0.620)  0.3506
Cl (3.001, 1.428, -0.714)  -0.0908
Cl (1.097, 3.074, 0.791)  -0.1733
C (1.385, 3.158, -1.994)  0.5489
O (1.788, 3.994, -2.786)  -0.6431
O (0.430, 2.324, -2.077)  -0.2863

---

# 2
ORCA calculation (the ωB97M-V functional and the def2-TZVPD basis) on a 8-piece molecular cluster, C44H102O22S overall in a non-equilibrium geometry.

Output
Highest occupied orbital energy (eV): -8.94
Structure (SMILES): O=S1(=O)CCCC1.COCCOCCOC.COCCOCCOC.COCCOCCOC.COCCOCCOC.COCCOCCOC.COCCOCCOC.COCCOC
LUMO energy (eV): 0.46
Energy above the lowest of the compared OMol25 structures with the same formula, charge and spin (kJ/mol): 231.68
Electronic energy (eV): -103145.932

Each line ends with the Mulliken charge.
Geometry (Å):
O (0.493, -0.816, 2.693)  -0.4301
S (0.049, -1.197, 1.369)  0.1791
O (-0.920, -2.255, 1.083)  0.2206
C (-0.555, 0.387, 0.556)  -0.0441
C (-0.212, 0.333, -0.931)  -0.1152
C (1.165, -0.258, -1.046)  -0.5269
C (1.507, -1.262, 0.113)  0.4226
H (0.104, 1.139, 0.988)  -0.3067
H (-1.593, 0.619, 0.795)  0.3113
H (-0.898, -0.349, -1.433)  -0.2220
H (-0.306, 1.281, -1.460)  0.5008
H (1.922, 0.510, -0.888)  0.4188
H (1.414, -0.682, -2.019)  -0.4292
H (2.307, -0.786, 0.680)  0.2901
H (1.707, -2.304, -0.138)  -0.1928
C (-1.583, -4.193, 3.797)  -0.2840
O (-2.334, -5.202, 3.124)  -0.2817
C (-3.697, -5.004, 3.132)  -0.8469
C (-4.101, -4.167, 1.888)  0.0026
O (-3.710, -2.897, 2.293)  -0.1922
C (-4.203, -1.772, 1.509)  -1.1030
C (-3.613, -1.654, 0.109)  3.0890
O (-4.686, -1.684, -0.811)  -0.6024
C (-4.442, -1.438, -2.197)  -0.4197
H (-1.827, -3.152, 3.584)  0.1528
H (-0.517, -4.272, 3.586)  -0.2292
H (-1.847, -4.305, 4.848)  0.5052
H (-4.068, -4.616, 4.081)  0.3259
H (-4.175, -5.980, 3.050)  0.4293
H (-5.183, -4.236, 1.776)  0.4151
H (-3.622, -4.527, 0.977)  -0.0353
H (-3.787, -0.916, 2.039)  0.1258
H (-5.284, -1.645, 1.572)  0.4583
H (-2.994, -2.521, -0.122)  -1.2329
H (-3.058, -0.719, 0.035)  -0.8283
H (-5.260, -1.863, -2.779)  0.3484
H (-3.557, -1.921, -2.610)  0.0404
H (-4.563, -0.375, -2.406)  0.1426
C (1.355, 1.085, 6.016)  -0.5864
O (2.405, 0.209, 5.797)  -0.4320
C (3.240, 0.669, 4.764)  0.2526
C (4.252, -0.415, 4.417)  -1.4234
O (3.641, -1.438, 3.644)  0.2115
C (3.077, -2.569, 4.386)  -1.1716
C (2.732, -3.590, 3.301)  0.8503
O (3.906, -4.004, 2.518)  -0.4407
C (3.717, -5.057, 1.581)  -0.3668
H (1.561, 2.139, 6.205)  0.3495
H (0.784, 0.701, 6.860)  0.3369
H (0.573, 1.110, 5.257)  0.0617
H (3.790, 1.573, 5.025)  0.6185
H (2.630, 0.785, 3.868)  -0.2257
H (4.564, -0.863, 5.360)  0.3492
H (5.121, 0.019, 3.923)  0.4633
H (2.166, -2.288, 4.915)  0.2636
H (3.686, -2.939, 5.211)  0.5260
H (1.929, -3.126, 2.728)  -0.6727
H (2.380, -4.528, 3.729)  0.4917
H (2.844, -4.922, 0.943)  -0.0484
H (3.673, -6.003, 2.120)  0.3715
H (4.598, -5.101, 0.940)  0.2792
C (1.694, 3.974, 2.414)  -0.3679
O (0.989, 4.435, 3.523)  -0.2857
C (0.299, 5.650, 3.437)  -0.7327
C (-0.907, 5.444, 2.524)  -0.4263
O (-1.801, 4.513, 3.109)  -0.2548
C (-2.952, 4.225, 2.357)  -0.1190
C (-3.725, 2.933, 2.832)  -0.9946
O (-3.034, 1.673, 2.749)  -0.2228
C (-1.857, 1.686, 3.485)  -0.7942
H (2.156, 4.751, 1.805)  0.3997
H (0.989, 3.282, 1.953)  0.0645
H (2.575, 3.375, 2.648)  0.0718
H (0.853, 6.516, 3.073)  0.4111
H (-0.098, 5.811, 4.439)  0.2921
H (-0.595, 5.134, 1.526)  0.3511
H (-1.300, 6.459, 2.566)  0.3243
H (-2.547, 4.063, 1.358)  0.1049
H (-3.595, 5.104, 2.328)  0.4512
H (-4.650, 2.681, 2.313)  0.3730
H (-4.005, 3.104, 3.871)  0.4350
H (-1.940, 2.204, 4.441)  0.5450
H (-1.067, 2.169, 2.910)  0.1726
H (-1.550, 0.652, 3.638)  0.2253
C (2.606, 7.261, -6.228)  -0.7014
O (3.113, 5.872, -6.203)  -0.3640
C (2.447, 5.082, -7.276)  -0.5473
C (0.875, 5.015, -7.253)  -0.5190
O (0.398, 4.460, -6.051)  -0.3307
C (0.116, 5.381, -4.938)  -0.5693
C (-0.549, 4.675, -3.725)  -0.5046
O (-0.006, 3.361, -3.500)  -0.3422
C (1.363, 3.286, -3.224)  -0.2317
H (3.207, 8.089, -5.853)  0.3589
H (1.739, 7.375, -5.577)  0.1910
H (2.289, 7.710, -7.170)  0.3019
H (2.885, 4.105, -7.074)  0.2947
H (2.861, 5.398, -8.234)  0.4428
H (0.514, 4.282, -7.975)  0.3601
H (0.404, 5.943, -7.580)  0.3524
H (-0.429, 6.262, -5.278)  0.5499
H (1.024, 5.701, -4.426)  0.2482
H (-1.598, 4.622, -4.016)  0.3024
H (-0.445, 5.285, -2.828)  0.3363
H (1.995, 3.438, -4.099)  0.1948
H (1.448, 2.228, -2.979)  -0.1734
H (1.666, 3.847, -2.340)  0.3356
C (2.732, -1.958, -4.062)  -1.1919
O (2.146, -2.835, -3.129)  0.2446
C (2.800, -4.033, -2.754)  -0.1986
C (4.175, -3.741, -2.176)  -0.9690
O (4.103, -2.729, -1.179)  0.3540
C (5.361, -2.410, -0.641)  -1.0972
C (5.381, -1.225, 0.347)  0.0069
O (4.682, -0.061, -0.115)  -0.2780
C (4.801, 1.028, 0.765)  -0.5496
H (3.629, -1.505, -3.639)  0.2115
H (2.130, -1.238, -4.617)  0.2939
H (3.119, -2.584, -4.866)  0.4500
H (2.875, -4.720, -3.597)  0.4216
H (2.177, -4.537, -2.015)  -0.0779
H (4.822, -3.382, -2.976)  0.3724
H (4.480, -4.663, -1.682)  0.3382
H (6.043, -2.180, -1.459)  0.3886
H (5.758, -3.252, -0.074)  0.3021
H (6.393, -1.034, 0.704)  0.6309
H (4.983, -1.681, 1.253)  -0.1623
H (4.192, 1.842, 0.371)  0.2090
H (5.856, 1.252, 0.929)  0.4575
H (4.331, 0.860, 1.733)  -0.0452
C (1.794, -8.402, 1.745)  -0.9389
O (1.365, -7.253, 1.017)  -0.2744
C (0.260, -6.524, 1.574)  -0.9189
C (-0.031, -5.289, 0.702)  1.7307
O (-0.209, -5.534, -0.700)  -0.5583
C (-0.832, -4.395, -1.314)  1.2430
C (-0.932, -4.834, -2.755)  -0.8974
O (-1.627, -3.908, -3.564)  -0.4490
C (-0.966, -2.789, -4.038)  -0.4275
H (2.703, -8.910, 1.423)  0.2892
H (1.003, -9.152, 1.721)  0.3325
H (2.013, -8.225, 2.798)  0.3446
H (0.511, -6.291, 2.609)  0.2679
H (-0.575, -7.224, 1.553)  0.6483
H (0.711, -4.524, 0.932)  -0.7494
H (-1.018, -4.922, 0.983)  -0.5954
H (-0.183, -3.531, -1.172)  -0.5244
H (-1.849, -4.233, -0.957)  0.0715
H (-1.477, -5.777, -2.795)  0.3244
H (0.055, -5.044, -3.165)  0.2979
H (-0.032, -2.932, -4.581)  0.2921
H (-0.689, -2.153, -3.198)  -0.0703
H (-1.655, -2.098, -4.525)  0.4174
C (-3.759, 2.290, -0.991)  -0.8228
O (-4.346, 3.620, -0.984)  -0.2809
C (-5.815, 3.635, -1.012)  -0.5183
C (-6.177, 5.122, -1.407)  -0.5856
O (-6.332, 6.005, -0.417)  -0.3008
C (-6.884, 7.267, -0.869)  -0.7916
H (-3.925, 1.752, -1.924)  0.5122
H (-4.105, 1.655, -0.176)  0.2970
H (-2.687, 2.344, -0.796)  0.0668
H (-6.239, 3.294, -0.067)  0.3580
H (-6.248, 2.916, -1.708)  0.4106
H (-6.968, 5.142, -2.157)  0.3940
H (-5.263, 5.468, -1.891)  0.2642
H (-6.805, 8.043, -0.108)  0.2720
H (-7.964, 7.223, -1.008)  0.3113
H (-6.346, 7.692, -1.717)  0.3234

---

# 3
ORCA calculation (the ωB97M-V functional and the def2-TZVPD basis) on the molecule C4H9N3O2S in a non-equilibrium geometry.

Output
Highest occupied orbital energy (eV): -9.04
LUMO energy (eV): 0.55
Energy above the lowest of the compared OMol25 structures with the same formula, charge and spin (kJ/mol): 195.99
Electronic energy (eV): -23692.347

Each line ends with the Mulliken charge.
Geometry (Å):
C (0.169, 0.114, 0.100)  0.4875
C (2.159, -0.955, 0.352)  0.1631
C (-1.992, -0.956, 0.342)  -1.0467
C (-1.822, 1.416, -0.566)  -0.8259
N (0.752, -0.946, 0.552)  -0.6468
N (0.949, 1.175, -0.441)  -0.4049
N (-1.217, 0.227, -0.007)  0.0842
O (3.194, 1.499, 0.786)  -0.5680
O (2.492, -2.013, -0.661)  -0.5219
S (2.675, 0.727, -0.324)  0.4241
H (2.566, -1.153, 1.334)  0.3438
H (-2.752, -0.687, 1.082)  0.3341
H (-2.447, -1.467, -0.453)  0.3700
H (-1.251, -1.636, 0.649)  0.3620
H (-2.947, 1.403, -0.285)  0.2860
H (-1.235, 2.217, -0.065)  0.2726
H (-1.655, 1.425, -1.671)  0.2747
H (0.641, 2.060, -0.108)  0.2947
H (1.720, -2.450, -0.617)  0.3175

---

# 4
ORCA calculation (the ωB97M-V functional and the def2-TZVPD basis) on the molecule C4H4F2 in a non-equilibrium geometry.

Output
Highest occupied orbital energy (eV): -9.47
Structure (SMILES): C=C(F)C(=C)F
LUMO energy (eV): 0.82
Energy above the lowest of the compared OMol25 structures with the same formula, charge and spin (kJ/mol): 67.72
Electronic energy (eV): -9645.750

Each line ends with the Mulliken charge.
Geometry (Å):
C (0.416, -0.110, -1.787)  -0.7054
C (-0.009, 0.360, -0.596)  0.3973
F (-0.508, 1.588, -0.318)  -0.2593
C (0.008, -0.468, 0.699)  0.3345
C (-0.445, 0.096, 1.809)  -0.6214
F (0.353, -1.737, 0.527)  -0.2404
H (0.485, 0.602, -2.715)  0.2418
H (0.992, -1.003, -2.028)  0.2876
H (-0.479, -0.473, 2.792)  0.2847
H (-0.813, 1.145, 1.618)  0.2806

---

> highest occupied orbital energy of number 3 (C4H9N3O2S)?

-9.04 eV